# 1
Molecular formula: C9H25N2O2P
Method: DFT, ωB97M-V/def2-TZVPD

```
39
Properties=species:S:1:pos:R:3:forces:R:3:mulliken_charge:R:1
N -0.6956 -4.5644 1.1983 0.1 -0.1 0.1 -0.6537
C -0.8281 -4.0146 -0.1535 0.0 0.1 0.0 0.0564
C 0.2539 -4.5491 -1.0941 0.0 -0.1 0.0 -0.7923
C 1.4443 -3.6169 -1.3208 0.1 0.1 -0.1 -0.6972
P 2.3872 -2.9557 0.1308 -0.1 -0.1 0.1 -0.0216
H -1.0270 -3.9157 1.9024 -0.1 0.0 -0.1 0.2651
H 0.2794 -4.7381 1.4102 0.0 0.1 0.0 0.2166
H -0.7798 -2.9186 -0.1600 0.0 0.0 0.0 -0.1646
H -1.8128 -4.2823 -0.5437 0.0 0.0 0.0 0.3722
H -0.2002 -4.7735 -2.0627 0.1 0.1 0.0 0.3061
H 0.6126 -5.5116 -0.7160 0.0 0.0 0.1 0.4180
H 1.1362 -2.7379 -1.8958 0.0 0.0 0.1 0.2910
H 2.1942 -4.1197 -1.9378 0.0 0.0 0.0 0.4676
H 1.2854 -2.4806 0.8773 0.0 0.1 0.0 -0.0296
H 2.4469 -4.1636 0.8784 0.1 0.0 -0.1 -0.0048
C 0.9186 5.2407 0.5835 0.0 0.1 0.0 -0.7724
O 0.1476 4.2991 1.2978 0.0 -0.1 0.0 -0.3418
C -1.2255 4.2628 0.9287 0.0 0.1 0.0 -0.7958
C -1.5887 2.8907 0.4061 0.0 0.0 0.0 -0.2352
N -0.8627 2.6081 -0.8174 0.1 0.0 0.0 -0.2682
C -1.0774 1.2851 -1.3808 0.0 0.0 0.0 -1.1654
C -0.6511 0.0837 -0.5441 0.0 0.1 0.0 -0.1518
O 0.7488 -0.0047 -0.3484 0.0 0.0 -0.1 -0.3674
C 1.2597 0.6807 0.7778 0.0 0.0 0.0 -0.7433
H 1.9256 5.2082 0.9951 0.0 0.0 0.0 0.2496
H 0.9604 5.0151 -0.4881 0.0 0.0 0.0 0.3275
H 0.5223 6.2552 0.7003 0.0 0.0 0.0 0.3517
H -1.4273 5.0170 0.1620 0.0 0.0 0.0 0.4230
H -1.8293 4.4919 1.8111 0.0 0.0 0.0 0.3773
H -2.6631 2.8698 0.1946 0.0 0.0 0.0 0.3637
H -1.4046 2.1626 1.2099 0.0 0.0 0.0 0.1876
H 0.1258 2.7605 -0.6614 0.0 0.0 0.0 0.1913
H -0.5466 1.2345 -2.3342 0.0 0.0 0.0 0.4315
H -2.1448 1.1755 -1.6041 0.0 0.0 0.0 0.4110
H -0.9440 -0.8205 -1.0834 0.0 0.0 0.0 0.2583
H -1.1605 0.0683 0.4279 0.0 0.0 0.0 0.3646
H 0.5383 0.6841 1.6015 0.0 0.0 0.0 0.3200
H 1.5223 1.7187 0.5556 0.0 0.0 0.0 0.2406
H 2.1596 0.1551 1.0971 0.0 0.0 0.0 0.3144
```
Positions in Å, forces in eV/Å.

## Properties
Gap between HOMO and LUMO, eV: 9.65
Charge: 0
SMILES: COCCNCCOC.NCCCP
Highest occupied orbital energy, eV: -8.7
Calculated total energy, eV: -26100.437
Largest force on an atom, eV/Å: 0.2



# 2
Molecular formula: C9H25N4O
Method: DFT, ωB97M-V/def2-TZVPD

```
39
Properties=species:S:1:pos:R:3:forces:R:3:mulliken_charge:R:1
C -3.6606 2.1386 0.4151 -0.3 1.5 1.5 -1.2755
C 0.3061 -1.3373 1.5960 -1.1 -2.0 0.3 -2.1794
C 0.6728 -2.4609 -0.6946 3.8 -0.3 1.2 -1.6142
C -2.9767 1.0256 -0.3715 1.3 2.7 0.3 -0.8203
C 3.4158 1.2138 -0.1253 -2.0 0.1 2.2 -0.6940
C 2.7362 -0.1373 0.3372 -0.2 3.8 0.7 -0.5245
C -1.6365 0.5643 0.2400 -1.1 -1.0 0.5 -0.5336
C 0.3843 -1.1685 0.1278 -0.8 -0.2 -2.7 1.3205
C -0.9665 -0.6538 -0.4820 0.4 0.9 -1.7 -0.2249
N 4.7052 1.2807 0.5095 -1.8 -1.5 -0.1 -0.5341
N -1.9472 -1.6872 -0.6644 -0.7 -2.0 2.2 -0.4463
N -0.6557 -0.1232 -1.8453 -0.8 0.7 1.1 -0.7555
N 1.3727 -0.0347 -0.2675 0.0 -3.4 0.1 -0.2677
O -0.7700 1.6870 0.3286 1.9 -3.8 3.9 -0.5386
H -4.7468 2.2083 0.2103 0.6 -0.5 0.1 0.3795
H -3.3335 3.1786 0.2198 0.3 -0.6 -0.2 0.3390
H -3.5100 2.0425 1.5027 -0.3 -0.2 -0.2 0.3308
H 0.0406 -0.4242 2.0170 -0.2 1.7 1.1 0.5209
H -0.5302 -2.0449 1.8843 0.8 0.7 -0.6 0.4259
H 1.1734 -1.7334 2.0835 0.7 -0.2 0.0 0.5349
H 0.5379 -3.3204 -0.0150 0.6 0.3 -0.3 0.3998
H 1.7806 -2.4562 -1.1461 -2.3 -0.2 1.2 0.2397
H 0.0441 -2.7117 -1.5016 -0.5 0.4 -1.1 0.4905
H -3.7101 0.3059 -0.3793 -1.1 -2.2 -0.8 0.4909
H -2.8370 1.5740 -1.3111 0.2 -1.1 -0.6 0.4038
H 3.3731 1.3666 -1.1776 0.5 -0.5 -1.3 0.4222
H 2.6916 2.0117 0.1790 0.8 -0.4 0.5 0.4061
H 2.8447 -0.1446 1.4949 -0.8 -0.3 -2.2 0.3096
H 3.1672 -0.9457 -0.1411 1.2 -1.8 -0.5 0.3257
H -1.8948 0.2077 1.2466 0.2 0.3 0.1 0.5493
H 5.0412 2.1706 0.6966 0.7 1.9 0.2 0.2233
H 5.2479 0.8112 -0.1534 2.0 -0.6 -0.6 0.2299
H -2.2615 -1.9708 0.2992 -0.2 0.3 -1.2 0.3857
H -1.5546 -2.5965 -1.0184 -0.6 1.6 0.3 0.3993
H -1.6076 -0.0030 -2.1572 -0.3 0.8 -0.6 0.4189
H -0.3804 -0.8384 -2.4653 0.8 -1.4 -0.7 0.2426
H 0.8212 0.7389 -0.0107 -0.5 2.3 0.6 0.7524
H 1.3703 -0.0282 -1.3205 0.2 0.2 1.3 0.5410
H -1.0920 2.2007 -0.3104 -1.4 3.9 -4.0 0.3265
```
Positions in Å, forces in eV/Å.

## Properties
Energy above the lowest of the compared OMol25 structures with the same formula, charge and spin, kcal/mol: 21.7
Gap between HOMO and LUMO, eV: 10.55
Charge: +1
SMILES: CC[C@H](O)C(N)(N)C(C)(C)[NH2+]CCN
Highest occupied orbital energy, eV: -13.0
Calculated total energy, eV: -17738.641
Largest force on an atom, eV/Å: 5.8



# 3
Molecular formula: C9H26Br2N3O7P3
Method: DFT, ωB97M-V/def2-TZVPD

```
50
Properties=species:S:1:pos:R:3:forces:R:3:mulliken_charge:R:1
C 4.5231 3.8388 -1.0152 -0.1 -0.3 0.6 -1.1860
C 3.8900 3.4472 0.3679 -0.5 -0.8 -1.6 0.0733
Br 5.0914 2.1958 1.3501 -0.1 1.1 -0.1 -0.1795
C 2.4955 2.7304 0.0286 -0.2 0.9 0.9 -0.4557
Br 2.5201 0.7447 0.1926 0.0 0.8 -0.5 -0.0275
C 1.3000 3.3180 0.9114 0.5 -0.8 -0.4 -0.3450
O 0.4519 2.2532 1.3439 -0.7 1.3 -0.2 -0.3474
C -0.8091 2.3362 0.6880 -0.2 -0.8 0.4 -1.1783
C -0.7470 1.8736 -0.8158 -1.4 -0.9 2.0 0.9108
N -1.8831 2.4828 -1.5285 0.4 1.1 -1.3 -0.2946
P -1.4397 3.7742 -2.5515 0.5 1.1 -1.3 0.7418
N 0.1049 4.1273 -2.6088 -1.4 -0.3 0.1 -0.6658
O -2.0533 3.3628 -4.0613 0.0 0.3 2.6 -0.5519
O -2.2397 5.1631 -2.0581 0.3 -2.4 -0.4 -0.5501
P -1.0678 -0.0002 -0.8151 2.9 -0.9 -3.1 0.1961
N -0.4295 -0.5387 -2.1942 -0.9 0.1 1.2 -0.7834
H 3.7598 4.3035 -1.6795 0.4 -0.1 0.6 0.3458
H 5.3675 4.5371 -0.8710 -0.3 -0.5 -0.2 0.3750
H 4.8394 2.9053 -1.5296 0.0 0.7 0.4 0.3274
H 3.7498 4.3386 1.0117 0.0 -0.7 -0.3 0.4451
H 2.2510 2.9559 -1.0285 0.2 -0.4 0.6 0.2445
H 0.6925 4.0107 0.2933 0.6 -0.2 0.2 0.1598
H 1.6873 3.8773 1.7870 -0.1 -0.5 -0.3 0.4528
H -1.4591 1.6059 1.2309 0.3 0.6 -0.2 0.3513
H -1.3024 3.3243 0.8337 0.5 -0.4 -0.4 0.3879
H 0.2393 1.9808 -1.2988 -0.6 0.1 0.2 -0.1401
H -2.4889 1.8069 -1.9840 0.0 0.3 -0.1 0.3737
H 0.3879 3.9849 -3.5775 0.5 -0.1 0.3 0.1547
H -1.5667 3.8731 -4.7153 0.0 0.2 -0.2 0.3181
H -1.5320 5.7823 -1.8478 0.2 0.1 -0.1 0.3508
H -2.4611 -0.2929 -0.8452 0.1 0.7 0.8 0.1013
H -0.3660 -0.6068 0.2668 -1.0 0.6 0.3 0.1334
H 0.3062 -1.2127 -2.0013 -0.1 0.1 -0.2 0.2593
C 0.8107 -5.1675 2.9880 0.3 0.1 0.3 -0.6972
O 0.1910 -5.3617 1.7168 -0.3 0.3 -0.2 -0.2788
P -1.1399 -4.5415 1.3796 0.3 0.4 -0.1 1.0132
O -1.2293 -3.2118 2.0110 0.1 -0.7 -0.2 -0.6566
O -2.3252 -5.5448 1.7582 0.1 0.3 -0.5 -0.3009
C -2.5898 -5.7869 3.1375 -0.1 -0.1 0.4 -0.7282
O -1.1147 -4.5314 -0.2104 -0.2 -0.3 0.9 -0.2797
C -2.1466 -5.1741 -0.9623 -0.2 -0.2 -0.4 -0.6530
H 1.8343 -5.5326 2.9251 -0.1 -0.1 -0.1 0.2503
H 0.8337 -4.1117 3.2594 -0.1 0.0 0.0 0.3310
H 0.2836 -5.7353 3.7566 0.0 0.0 0.0 0.2766
H -2.3205 -4.9288 3.7557 0.0 0.0 -0.1 0.3477
H -2.0321 -6.6663 3.4647 0.0 0.0 0.0 0.2551
H -3.6543 -5.9833 3.2557 0.0 0.0 -0.1 0.2586
H -2.2657 -6.2134 -0.6573 0.0 0.1 0.1 0.3135
H -1.8583 -5.1551 -2.0116 0.1 0.2 0.1 0.2383
H -3.0890 -4.6374 -0.8454 0.0 -0.1 0.0 0.3127
```
Positions in Å, forces in eV/Å.

## Properties
Gap between HOMO and LUMO, eV: 8.45
Charge: 0
Highest occupied orbital energy, eV: -8.0
Calculated total energy, eV: -196509.963
Largest force on an atom, eV/Å: 4.4



# 4
Molecular formula: C9H26CoGeI2N3
Method: DFT, ωB97M-V/def2-TZVPD

```
42
Properties=species:S:1:pos:R:3:forces:R:3:lowdin_spin:R:1
Co -0.1337 -0.3898 -0.3315 0.1 1.1 0.4 1.1619
N -0.4052 -0.9002 1.8430 -0.1 -0.3 -0.4 0.0014
C -0.7237 0.2872 2.6410 0.1 0.5 0.0 0.0005
C 0.0886 1.4739 2.1203 -0.2 -0.2 0.2 0.0006
N -0.0175 1.6181 0.6640 0.5 -0.2 -0.4 0.0031
C -1.1291 2.4459 0.1828 -0.3 -0.1 0.0 -0.0001
C -2.4330 1.6511 0.0807 0.2 0.3 0.1 0.0017
N -2.1795 0.3941 -0.6351 0.1 -0.3 -0.3 0.0132
H -1.0945 -1.6271 2.0190 0.1 0.0 0.0 0.0002
H 0.4903 -1.2666 2.1646 -0.2 -0.1 -0.2 -0.0004
H -0.4909 0.1467 3.7016 -0.1 0.0 -0.1 0.0002
H -1.7888 0.4879 2.5563 0.0 0.0 0.0 0.0000
H 1.1415 1.2984 2.3511 0.0 0.0 0.0 0.0000
H -0.2247 2.3897 2.6353 0.1 -0.1 0.0 0.0002
H 0.8439 2.0517 0.3405 -0.2 -0.1 0.0 0.0005
H -0.8664 2.7965 -0.8177 0.0 0.0 0.1 -0.0001
H -1.2842 3.3195 0.8281 0.0 0.0 -0.1 0.0000
H -3.1773 2.2694 -0.4365 0.1 -0.1 0.1 0.0006
H -2.8233 1.4288 1.0744 0.0 0.0 -0.1 -0.0001
H -2.1165 0.6028 -1.6330 -0.1 -0.2 0.2 -0.0008
H -2.9653 -0.2398 -0.5093 0.1 0.1 -0.1 -0.0002
I -0.1068 -3.0820 -0.8803 1.0 0.3 0.2 -0.0037
C 2.0044 -3.0216 -0.3320 -0.1 0.2 0.1 -0.0006
I 2.7208 -1.0991 0.3975 -0.2 -0.9 -0.3 0.0130
H 2.5900 -3.2794 -1.2105 -0.2 0.1 0.0 0.0002
H 2.1491 -3.7502 0.4598 0.0 0.1 0.0 0.0004
C 0.9542 0.6653 -5.2477 -0.6 -0.3 0.3 -0.0128
Ge -0.3336 0.0403 -3.8580 0.5 0.3 0.1 -0.0151
C -0.8412 -1.8370 -4.2447 0.1 0.5 0.1 0.0010
C -1.9772 1.1660 -4.0300 0.4 -0.3 0.0 0.0011
C 0.6420 0.2742 -2.1191 -1.2 -0.5 0.2 -0.1502
H 0.4989 0.5444 -6.2261 0.0 0.0 -0.2 -0.0017
H 1.8747 0.0904 -5.2242 0.1 -0.1 0.1 0.0000
H 1.1965 1.7147 -5.1108 0.0 0.1 0.1 0.0000
H -1.2724 -1.8903 -5.2374 -0.1 0.0 -0.2 0.0001
H -1.5752 -2.2248 -3.5463 -0.2 0.0 0.1 0.0000
H 0.0203 -2.4945 -4.2268 0.2 -0.1 0.0 -0.0001
H -2.1761 1.2670 -5.0936 0.0 0.0 -0.1 0.0001
H -1.8505 2.1701 -3.6336 0.1 0.1 0.1 0.0000
H -2.8652 0.7175 -3.5911 -0.1 -0.1 0.1 0.0001
H 0.8287 1.3448 -1.9923 0.0 0.1 0.0 -0.0080
H 1.6173 -0.1878 -2.2944 0.0 -0.1 0.1 -0.0065
```
Positions in Å, forces in eV/Å.

## Properties
Energy above the lowest of the compared OMol25 structures with the same formula, charge and spin, kcal/mol: 12.2
Gap between HOMO and LUMO (alpha / beta), eV: 7.63 / 7.33
Charge: +1
2S+1: 2
Highest occupied orbital energy (alpha / beta), eV: -11.5 / -11.1
Calculated total energy, eV: -124563.130
Expectation value of S²: 0.9478
Largest force on an atom, eV/Å: 1.3



# 5
Molecular formula: C9H26F3N10O7Ti
Method: DFT, ωB97M-V/def2-TZVPD

```
56
Properties=species:S:1:pos:R:3:forces:R:3:lowdin_spin:R:1
Ti -0.7108 -0.1712 -0.4823 -1.2 -0.3 -0.3 2.6298
C 2.3421 1.2383 0.9463 -2.0 -1.4 2.4 0.0914
O 2.1169 0.7127 2.2878 0.2 0.4 -1.2 0.0088
O 1.4393 0.5958 0.1505 1.3 1.6 0.0 0.8634
C 2.1855 2.8304 0.9368 2.1 0.2 -0.6 0.0514
F 1.1354 3.2962 1.6193 0.8 -0.4 -1.1 0.0100
F 3.3207 3.2462 1.5127 -0.1 0.1 1.3 0.0097
F 2.3710 3.3934 -0.3123 -2.0 -0.9 0.7 0.0047
C 3.1237 0.8377 3.3368 -1.1 -0.4 0.7 -0.0002
C 2.5973 0.0092 4.5708 0.2 1.1 -1.5 0.0003
H 3.3280 -0.1227 5.3688 0.2 0.1 -0.3 0.0000
H 1.7778 0.6018 4.9774 -0.3 -0.6 0.1 0.0001
H 2.3214 -0.9563 4.1468 -0.4 0.0 0.4 0.0002
H 3.0881 1.9017 3.5707 1.1 -0.1 0.2 0.0001
H 4.0650 0.3807 3.0315 0.2 0.6 -0.3 0.0001
H 3.3683 1.0156 0.6541 0.3 0.1 -0.6 0.0394
C -1.1555 -0.5241 -3.9588 1.4 -2.8 -1.9 0.0070
O -1.2523 -0.0552 -2.8877 0.3 2.8 5.6 0.0331
N -1.9865 -0.2202 -4.9042 -2.4 1.2 -2.6 0.0022
N -0.2580 -1.4670 -4.2716 0.7 -0.9 -0.2 0.0022
H -2.0260 -0.7280 -5.7764 -0.1 0.7 0.1 0.0003
H -2.5000 0.6267 -4.7062 -0.4 -0.4 -0.6 0.0002
H -0.4203 -2.0113 -5.1067 0.8 0.0 0.3 0.0002
H 0.4991 -1.5882 -3.6142 0.0 -0.5 -0.3 0.0015
C -1.3344 -3.4260 -0.7776 1.9 -1.9 4.8 0.0051
O -0.4860 -2.6047 -0.7308 3.8 4.6 -0.3 0.0422
N -1.3227 -4.3381 0.2135 -0.7 -1.2 0.4 0.0011
N -2.2195 -3.4711 -1.6603 -4.3 -0.9 -4.3 0.0017
H -0.5776 -4.2136 0.8838 -0.5 -0.3 0.0 0.0004
H -2.0935 -4.9831 0.3133 0.5 -0.1 0.5 0.0001
H -1.9355 -2.9832 -2.4978 -0.6 -0.1 -0.2 0.0002
H -2.7523 -4.3289 -1.6801 -0.2 0.4 -0.8 0.0001
C -1.7089 3.3991 -0.0670 -1.2 -3.1 -0.5 0.0079
O -1.5104 2.1860 -0.2561 -0.3 -0.6 0.3 0.0494
N -2.8495 3.9528 0.2192 -3.4 0.6 0.9 0.0029
N -0.7665 4.2414 -0.1909 5.0 2.0 -0.8 0.0031
H -3.6995 3.4073 0.2046 0.2 0.4 0.1 0.0002
H -2.8396 4.9439 0.4136 -0.7 -0.4 0.0 0.0004
H 0.0641 3.7080 -0.4045 0.5 1.1 -0.2 0.0005
H -0.7844 5.2499 -0.1404 0.0 -0.4 -0.1 0.0004
C -2.7425 -0.4680 2.1479 -0.1 -1.7 1.0 0.0126
O -2.5678 -0.8929 1.0257 0.9 -0.7 -2.1 0.0304
N -3.3783 0.6492 2.3777 -0.9 2.4 -0.4 0.0040
N -2.5040 -1.1947 3.2534 0.6 -0.4 0.0 0.0049
H -3.5597 1.0702 1.4777 0.0 1.0 0.5 0.0005
H -3.2098 1.1451 3.2413 -0.4 0.3 -0.5 0.0001
H -2.0485 -2.0676 3.0279 0.3 0.2 0.9 0.0005
H -2.4116 -0.6519 4.1001 0.2 -1.0 0.2 0.0002
C 2.7839 -1.7981 -2.2600 2.7 -2.4 -0.3 0.0043
O 3.4751 -2.6180 -2.8713 -1.2 -0.2 0.1 0.0070
N 2.1931 -1.9704 -1.0933 -0.5 -2.0 2.4 0.0365
N 2.6829 -0.5593 -2.6198 -0.5 4.9 -2.1 0.0058
H 2.2021 -2.9017 -0.7024 -0.1 0.4 0.1 0.0008
H 1.7902 -1.2152 -0.5572 -0.3 -0.5 -0.3 0.0176
H 2.9495 -0.2382 -3.5395 0.3 -0.2 0.4 0.0001
H 2.3911 0.1295 -1.9412 -0.2 0.0 -0.5 0.0031
```
Positions in Å, forces in eV/Å.

## Properties
Gap between HOMO and LUMO (alpha / beta), eV: 4.84 / 5.18
Charge: +1
2S+1: 5
Highest occupied orbital energy (alpha / beta), eV: -6.8 / -11.5
Calculated total energy, eV: -70249.465
Expectation value of S²: 6.0063
Largest force on an atom, eV/Å: 6.3



# 6
Molecular formula: C9H26IrN2O7
Method: DFT, ωB97M-V/def2-TZVPD

```
45
Properties=species:S:1:pos:R:3:forces:R:3:lowdin_spin:R:1
O 3.6425 0.8953 -1.5982 -2.7 -1.9 1.0 0.0080
H 3.3077 1.5958 -2.1327 0.1 1.2 -0.8 0.0001
Ir 0.2596 0.0336 -0.1024 1.1 0.9 2.6 1.5661
N -1.4840 -0.3812 -0.9256 -2.9 0.1 0.0 0.4647
N 0.7643 -0.8897 -1.7763 1.5 -0.6 -0.5 0.4379
O -2.7923 -0.1888 -0.4552 0.1 0.4 0.4 0.1263
O 1.9649 -1.2297 -2.0668 0.3 -0.2 -0.3 0.5677
C -1.5208 -1.0436 -2.1034 0.4 0.1 0.3 0.1605
C -0.2528 -1.3133 -2.6216 -0.6 -0.2 0.0 0.3286
C -2.8693 -1.3477 -2.5854 -0.1 -0.7 -1.5 0.0146
C 0.1283 -1.9945 -3.8704 -0.2 -0.3 -0.6 0.0479
H -3.4097 -0.4120 -2.7480 -0.1 -0.3 0.0 0.0053
H -3.4116 -1.9680 -1.8710 0.0 0.1 -0.1 0.0041
H -2.7900 -1.8934 -3.5250 -0.2 0.0 -0.1 -0.0004
H 1.1686 -2.3554 -3.8925 -0.5 0.4 0.3 0.0022
H 0.0051 -1.2963 -4.7045 0.0 -0.1 -0.1 0.0207
H -0.5373 -2.8407 -4.0461 -0.1 0.1 -0.1 0.0083
H -2.7992 0.5731 0.1575 0.4 -0.3 -0.4 0.0024
H 2.7475 0.3652 -1.4883 3.0 0.9 -0.2 0.0015
O 0.1912 -1.9534 0.8956 -0.8 -1.9 0.2 0.0291
H -0.4807 -2.0389 1.6175 0.7 0.0 -1.0 0.0011
H 0.0978 -2.7335 0.2932 0.1 0.7 0.8 0.0029
C 0.3692 1.9509 -0.5129 1.9 1.2 0.9 0.0336
H 0.7960 2.3505 0.4982 -1.0 -0.4 -1.3 0.0267
H -0.6371 2.3396 -0.7284 0.6 0.3 -0.1 0.0059
H 1.2193 2.2296 -1.2003 -1.3 -0.1 0.2 0.0124
O -3.2463 3.5355 0.8630 -0.1 -1.0 0.2 0.0000
H -3.4764 3.9568 0.0409 -0.1 0.4 -0.4 0.0000
H -2.6672 4.1294 1.3259 0.3 0.5 0.2 0.0000
C 3.1432 -1.1221 1.3859 0.0 -0.1 0.0 0.0046
O 2.0993 -0.1222 1.4256 0.4 0.4 1.3 0.0599
C 2.0235 0.7062 2.6209 0.4 -0.1 -1.0 0.0066
C 0.6158 0.7052 3.1796 -0.9 -0.4 0.1 0.0039
O -0.3586 0.3466 2.1595 -0.1 0.2 0.8 0.0369
C -1.7063 0.4393 2.6912 0.0 0.3 0.2 0.0027
H 3.0381 -1.5731 0.3922 0.2 0.1 0.3 0.0012
H 2.9937 -1.9054 2.1641 0.0 0.6 -0.4 0.0007
H 4.1505 -0.6653 1.4781 -0.7 -0.1 0.0 0.0007
H 2.7205 0.3725 3.4107 -0.2 0.1 -0.5 0.0013
H 2.2833 1.7165 2.3008 0.2 0.0 0.1 0.0009
H 0.5385 -0.0376 3.9867 -0.2 0.2 -0.2 0.0004
H 0.3244 1.6917 3.5753 0.3 -0.3 0.0 0.0007
H -2.3966 -0.1548 2.0691 0.5 0.2 0.2 0.0004
H -1.7287 0.0232 3.7238 0.0 0.3 -0.6 0.0004
H -2.0278 1.5043 2.6994 0.1 -0.7 0.1 0.0003
```
Positions in Å, forces in eV/Å.

## Properties
Energy above the lowest of the compared OMol25 structures with the same formula, charge and spin, kcal/mol: 12.6
Gap between HOMO and LUMO (alpha / beta), eV: 6.86 / 6.82
Charge: +1
2S+1: 5
Highest occupied orbital energy (alpha / beta), eV: -9.7 / -12.1
Calculated total energy, eV: -29890.998
Expectation value of S²: 6.0193
Largest force on an atom, eV/Å: 3.5